Entry 1:
A 3-piece molecular cluster, C19H44NO7S overall in a non-equilibrium geometry. Source: the OMol25 dataset; level of theory: the ωB97M-V functional and the def2-TZVPD basis.

Results
Total charge: -1
Energy in eV: -47069.5695

Last column: Löwdin charge in e.
Geometry (Å):
C: 5.5061 -6.4991 1.0227  -0.127
C: 5.0401 -5.0395 0.6662  -0.216
C: 3.4765 -5.1297 0.5270  -0.290
O: 2.8621 -3.8714 0.6346  -0.179
C: 1.4551 -4.0793 0.3364  -0.395
N: 0.6529 -3.6425 1.4382  -0.182
C: -0.6684 -4.1507 1.2810  -0.655
S: -0.8508 -5.9103 1.9194  0.739
C: -0.7209 -7.0588 0.4883  -0.602
C: 0.4198 -8.1264 0.6660  -0.188
H: 4.8170 -7.1671 0.4706  0.065
H: 6.5436 -6.6962 0.7147  0.056
H: 5.3703 -6.6561 2.1068  0.070
H: 5.3533 -4.3163 1.4317  0.098
H: 5.4091 -4.7816 -0.3443  0.098
H: 3.3034 -5.5903 -0.4707  0.121
H: 3.1444 -5.8427 1.3133  0.116
H: 1.2661 -5.1718 0.1636  0.072
H: 1.2103 -3.5370 -0.6214  0.106
H: -1.3456 -3.5355 1.9049  0.040
H: -1.0654 -4.0535 0.2342  0.062
H: -1.6927 -7.5588 0.3113  0.042
H: -0.4831 -6.4997 -0.4375  0.054
H: 0.5968 -8.5413 -0.3452  0.058
H: 1.2975 -7.5998 1.0656  0.039
H: 0.1028 -8.9429 1.3382  0.056
C: 3.6623 -1.0880 1.6972  -0.096
O: 3.3511 0.0996 0.9864  -0.207
C: 3.2785 -0.1317 -0.4089  -0.202
C: 2.4495 0.9472 -1.0802  -0.183
O: 1.0463 0.7414 -0.9483  -0.132
C: 0.4886 0.9877 0.3384  -0.169
C: 0.3900 2.4631 0.6809  -0.208
O: 1.6472 2.9688 1.1082  -0.192
C: 1.7325 4.3658 0.9595  -0.120
H: 4.6412 -1.4762 1.3920  0.082
H: 3.6906 -0.8474 2.7603  0.086
H: 2.8938 -1.8440 1.5344  0.063
H: 2.8341 -1.1120 -0.6128  0.128
H: 4.3025 -0.1084 -0.8083  0.123
H: 2.6421 0.8982 -2.1553  0.121
H: 2.7378 1.9454 -0.7463  0.116
H: 1.0139 0.4243 1.1100  0.128
H: -0.5269 0.5874 0.2886  0.129
H: -0.3216 2.6009 1.5064  0.126
H: 0.0362 3.0150 -0.1957  0.091
H: 1.6155 4.6500 -0.0932  0.085
H: 2.7207 4.6803 1.2933  0.085
H: 0.9733 4.8712 1.5691  0.084
C: -7.4032 5.2445 -1.1107  -0.115
O: -6.0771 5.2813 -1.5887  -0.200
C: -5.6509 6.6028 -1.8825  -0.205
C: -4.1354 6.6897 -1.8759  -0.181
O: -3.5778 6.7774 -0.5691  -0.132
C: -3.5910 5.5798 0.2046  -0.175
C: -2.5781 4.5487 -0.2555  -0.201
O: -3.0701 3.8519 -1.3930  -0.197
C: -2.0420 3.2531 -2.1575  -0.096
H: -8.0993 5.6308 -1.8633  0.086
H: -7.6539 4.2070 -0.8955  0.089
H: -7.4961 5.8227 -0.1842  0.087
H: -6.0583 7.3078 -1.1491  0.126
H: -6.0263 6.8628 -2.8811  0.125
H: -3.8543 7.6249 -2.3665  0.125
H: -3.6815 5.8778 -2.4451  0.121
H: -4.5963 5.1603 0.2630  0.121
H: -3.3153 5.8916 1.2148  0.126
H: -2.4135 3.8167 0.5448  0.123
H: -1.6297 5.0477 -0.4879  0.125
H: -1.3473 4.0138 -2.5328  0.092
H: -2.5037 2.7579 -3.0102  0.090
H: -1.4983 2.5089 -1.5699  0.074

=====

Entry 2:
A 5-piece molecular cluster, C19H45F5O14PS4 overall in a non-equilibrium geometry. Source: the OMol25 dataset; level of theory: the ωB97M-V functional and the def2-TZVPD basis.

Results
Total charge: -1
Energy in eV: -115310.3437

Last column: Löwdin charge in e.
Geometry (Å):
C: -1.4230 1.5821 -0.6328  -0.109
C: -1.7531 1.9498 -1.8997  -0.297
P: -1.8851 3.7875 -2.4258  0.538
O: -3.5963 3.4854 -2.6899  -0.365
C: -4.4404 3.3517 -1.5845  -0.273
C: -5.8968 3.4245 -2.0733  -0.433
C: -6.8034 3.8991 -0.9473  -0.063
O: -6.0276 4.3888 -3.1034  -0.045
C: -2.0556 5.6772 -3.0328  -0.505
F: -3.1890 5.9313 -3.7626  0.034
F: -1.0088 5.9582 -3.8878  -0.001
C: -1.9942 6.7694 -1.9580  -0.587
F: -2.3151 7.9921 -2.4578  0.110
F: -0.7586 6.8920 -1.4517  0.132
F: -2.8517 6.5520 -0.9510  0.127
H: -0.4651 1.8125 -0.1614  0.026
H: -2.1379 1.0450 -0.0102  0.013
H: -1.9554 1.1759 -2.6463  0.056
H: -1.6590 3.4891 -3.8200  0.013
H: -0.4650 4.0789 -2.2311  -0.008
H: -2.1262 4.1644 -1.0637  0.008
H: -4.2909 4.1360 -0.8313  0.108
H: -4.3025 2.3608 -1.1274  0.108
H: -6.2144 2.4275 -2.4075  0.132
H: -6.4676 3.4893 0.0087  0.073
H: -6.7068 4.9840 -0.8786  0.083
H: -7.8511 3.6560 -1.1260  0.067
H: -5.5110 4.0799 -3.8560  0.086
O: -4.6774 -3.0522 0.3454  -0.279
S: -4.6663 -1.7895 1.0239  0.566
O: -3.5993 -0.8681 0.8072  -0.267
O: -4.8357 -2.0565 2.5848  -0.268
C: -3.8911 -2.9586 3.2085  -0.251
C: -2.5229 -2.3321 3.3836  -0.068
C: -6.1941 -0.9564 0.7700  -0.121
H: -3.8358 -3.8862 2.6378  0.114
H: -4.3187 -3.1912 4.1818  0.116
H: -2.0507 -2.1335 2.4230  0.074
H: -1.8812 -3.0074 3.9507  0.071
H: -2.6027 -1.3818 3.9116  0.086
H: -7.0120 -1.6471 0.9542  0.070
H: -6.1936 -0.6246 -0.2664  0.077
H: -6.2370 -0.1003 1.4376  0.075
O: 1.9727 -0.2237 -0.3743  -0.273
S: 2.8284 0.7217 -1.0223  0.550
O: 2.3378 1.5661 -2.0614  -0.261
O: 4.1403 -0.0313 -1.5318  -0.278
C: 3.9636 -1.1666 -2.4088  -0.251
C: 3.5697 -0.7702 -3.8157  -0.069
C: 3.6144 1.7194 0.1965  -0.119
H: 3.2374 -1.8497 -1.9644  0.114
H: 4.9335 -1.6609 -2.4074  0.114
H: 2.5816 -0.3137 -3.8406  0.074
H: 3.5567 -1.6562 -4.4520  0.080
H: 4.2803 -0.0506 -4.2229  0.081
H: 4.0123 1.0782 0.9778  0.071
H: 2.8438 2.3787 0.5911  0.078
H: 4.4008 2.2985 -0.2801  0.060
O: -1.9564 -7.9830 4.9312  -0.270
S: -2.2651 -7.0207 5.9442  0.562
O: -2.3990 -5.6370 5.6071  -0.279
O: -1.2261 -7.1741 7.1352  -0.267
C: 0.1834 -7.0966 6.8020  -0.247
C: 0.6438 -5.6888 6.4922  -0.072
C: -3.6956 -7.5273 6.8329  -0.123
H: 0.3902 -7.7796 5.9771  0.114
H: 0.6885 -7.4815 7.6854  0.119
H: 0.1827 -5.3075 5.5831  0.070
H: 1.7255 -5.6837 6.3556  0.083
H: 0.3840 -5.0115 7.3055  0.086
H: -3.5865 -8.5708 7.1138  0.074
H: -4.5395 -7.3965 6.1590  0.077
H: -3.8064 -6.8904 7.7060  0.075
O: 7.9979 0.1761 -5.0342  -0.274
S: 8.6129 0.1214 -3.7427  0.557
O: 7.9080 -0.4711 -2.6481  -0.275
O: 9.1042 1.5765 -3.3465  -0.267
C: 8.1258 2.6494 -3.3762  -0.240
C: 7.1553 2.5948 -2.2191  -0.071
C: 10.2047 -0.6174 -3.8665  -0.125
H: 7.6095 2.6324 -4.3367  0.117
H: 8.7215 3.5590 -3.3397  0.120
H: 6.5209 1.7105 -2.2736  0.063
H: 6.5121 3.4751 -2.2358  0.088
H: 7.6895 2.5606 -1.2690  0.087
H: 10.7455 -0.1550 -4.6871  0.073
H: 10.0408 -1.6750 -4.0613  0.076
H: 10.7248 -0.4827 -2.9222  0.074